The following is a DFT calculation (ωB97M-V/def2-TZVPD) of a structure of composition C42H34HfN5O8PS.

Last column: Mulliken charge in e.
Element x y z (Å)
Hf -0.096 0.100 0.684  2.486
S 1.928 -1.580 -0.626  1.598
P 0.419 1.259 -2.025  1.297
O 2.672 -1.431 -1.833  -0.639
O -0.842 2.599 6.195  -0.552
O -3.057 2.687 6.276  -0.613
O 0.469 -1.760 -0.766  -0.634
O -3.746 -1.552 -1.173  -0.788
O 0.995 1.477 4.609  -0.910
O 0.894 0.558 2.569  -0.683
O 2.022 -0.428 0.337  -0.764
N -0.138 -1.949 1.974  0.404
N -2.942 0.785 2.560  -0.379
N -1.619 0.644 2.451  0.634
N -1.956 -1.085 0.192  0.144
N -2.241 1.485 -0.225  0.785
C 0.503 2.720 -0.959  0.242
C -2.959 -0.769 -0.640  -0.761
C 4.176 1.732 -4.628  -0.602
C -2.448 2.804 -0.236  -0.548
C 2.944 1.598 -5.245  -0.717
C -3.111 1.305 -4.975  -0.603
C -2.111 1.661 4.391  0.107
C 3.120 1.562 -2.477  -0.317
C -1.531 0.144 -3.594  -0.481
C -4.481 2.566 -1.467  -0.758
C 3.594 -5.166 1.623  1.087
C -4.276 1.198 -1.457  -0.832
C 4.097 -3.889 1.850  -0.953
C -3.283 1.376 3.713  -0.343
C 1.877 1.436 -3.093  0.549
C -2.583 2.520 -4.555  -0.681
C 0.839 5.031 -0.415  -1.065
C 3.589 -2.788 1.179  -0.575
C 4.151 -6.356 2.349  -1.602
C 2.563 -2.968 0.268  0.072
C -0.986 1.355 -3.176  0.480
C -3.561 3.380 -0.827  -0.954
C -1.948 -2.511 0.460  -1.595
C 0.731 4.699 0.933  -0.968
C 0.388 1.079 3.618  0.816
C -3.153 0.708 -0.809  0.739
C 1.794 1.450 -4.480  -0.672
C 0.752 4.031 -1.367  -0.418
C 2.562 -5.321 0.700  -0.901
C -0.968 -4.179 2.048  -0.981
C -2.048 2.342 5.714  0.344
C 0.836 -3.538 3.468  -1.093
C 2.046 -4.231 0.019  -0.430
C -0.982 -2.885 1.536  0.758
C -2.587 0.118 -4.491  -0.607
C 4.261 1.713 -3.242  -0.711
C 0.762 -2.276 2.914  -0.498
C 0.394 2.344 0.391  0.656
C 0.536 3.380 1.324  -0.367
C -1.525 2.546 -3.660  -0.290
C -0.051 -4.509 3.024  -0.391
C -1.102 1.163 3.550  -0.326
H 2.154 -6.307 0.517  0.379
H 1.582 -3.750 4.220  0.481
H 2.871 1.609 -6.324  0.419
H 3.192 1.536 -1.396  0.378
H 3.971 -1.796 1.377  0.570
H -0.108 2.313 5.582  0.388
H 0.822 5.474 1.684  0.454
H 3.352 -7.005 2.709  0.355
H 4.754 -6.051 3.202  0.372
H 1.018 6.056 -0.712  0.404
H -1.132 -0.787 -3.205  0.392
H -3.527 0.434 1.817  0.027
H -4.950 0.494 -1.923  0.605
H 0.502 3.180 2.389  0.351
H -1.703 3.420 0.245  0.477
H 1.236 -4.353 -0.689  0.544
H 5.222 1.810 -2.754  0.413
H -5.346 2.992 -1.958  0.433
H -4.306 1.565 3.988  0.554
H 0.836 1.345 -4.973  0.412
H -3.686 4.453 -0.793  0.527
H 5.072 1.849 -5.224  0.386
H -1.717 -3.090 -0.443  0.359
H -3.006 -0.832 -4.794  0.400
H 0.901 4.264 -2.416  0.537
H 1.437 -1.483 3.205  0.638
H -1.674 -4.907 1.672  0.544
H -2.951 -2.837 0.762  0.806
H -2.997 3.449 -4.925  0.418
H -3.935 1.288 -5.677  0.355
H -1.122 3.497 -3.333  0.312
H 4.895 -3.751 2.568  0.335
H 4.783 -6.953 1.690  0.342
H -0.021 -5.510 3.433  0.433

**Kohn-Sham gap**: 0.310 Ha
**HOMO level**: -8.46 eV
**Spin multiplicity**: 1
**ΔE to the lowest compared entry with this formula, charge and spin**: 0.000 eV

The following is a DFT calculation (ωB97M-V/def2-TZVPD) of a cluster of 10 separate species, C10H38N11O12 in total at a distorted geometry.

Last column: Mulliken charge in e.
Element x y z (Å)
O 2.967 -2.847 -3.839  -0.630
O -1.838 4.136 1.538  -0.653
O 2.149 4.998 0.480  -0.735
O -2.302 -0.937 2.954  -0.714
O -0.430 0.998 -0.406  -0.748
O -2.626 -3.487 -3.968  -0.673
O 1.530 2.372 -5.325  -0.720
O 0.314 -3.704 -3.172  -0.617
O -1.471 -5.680 0.880  -0.724
O 0.331 -0.697 -1.717  -0.361
O 3.061 -0.360 2.792  -0.405
O -0.609 -1.078 0.297  -0.386
N -3.495 3.445 2.963  -0.480
N -1.415 -3.623 1.875  -0.211
N -2.766 -1.365 -3.123  -0.277
N 2.193 2.726 0.265  -0.216
N -0.461 -3.886 -0.117  -0.146
N -3.569 -1.822 -5.200  -0.412
N -2.286 1.910 1.845  -0.108
N 2.909 2.530 3.522  -0.750
N 0.605 2.345 -3.257  -0.248
N 0.442 3.895 -0.568  -0.165
N 1.085 0.365 -4.240  -0.154
C -1.120 -4.497 0.901  0.392
C 0.661 2.041 4.461  -1.167
C 2.866 -1.674 2.365  -0.561
C 1.088 1.719 -4.381  0.441
C -2.913 -2.301 -4.102  0.663
C 2.029 1.475 4.031  0.037
C 1.856 0.366 2.980  0.233
C -2.457 3.225 2.082  0.674
C 1.662 3.959 0.028  0.554
C -0.265 -0.219 -0.566  0.515
H -0.150 4.696 -0.649  0.227
H 0.422 -4.212 -3.983  0.241
H -3.004 -0.421 -3.345  0.193
H -1.596 -1.113 3.584  0.329
H 2.900 -3.194 -4.733  0.269
H -1.784 -3.971 2.740  0.130
H 0.807 -0.037 -3.355  0.456
H -3.670 4.423 3.113  0.236
H 2.110 -3.046 -3.430  0.431
H 1.683 1.977 -0.178  0.018
H -0.145 -4.532 -0.819  0.138
H -3.698 -2.480 -5.947  0.236
H 0.349 -1.640 -1.493  -0.217
H -0.394 -2.863 -0.076  0.289
H 3.791 2.070 3.330  0.356
H 0.092 2.950 -0.617  0.048
H 0.163 2.583 3.659  0.076
H 1.387 0.701 2.054  -0.152
H 0.848 2.685 5.320  0.372
H 0.746 3.329 -3.121  0.168
H 0.241 1.756 -2.534  0.182
H 3.756 -2.049 1.848  0.310
H -1.809 1.498 1.052  -0.015
H 2.473 2.884 2.678  0.209
H 2.104 -1.816 1.591  0.062
H 0.084 1.178 4.798  0.383
H -1.222 -2.653 1.717  0.209
H -3.948 2.643 3.344  0.152
H -2.178 -1.685 -2.372  0.110
H -2.656 1.202 2.456  0.193
H 1.331 -0.218 -5.017  0.162
H 1.134 -0.258 3.530  0.318
H -3.787 -0.850 -5.286  0.161
H 2.480 1.076 4.944  0.338
H 2.694 -2.514 3.050  0.315
H 3.111 2.514 0.602  0.279
H -1.860 -0.932 2.080  0.272
H -0.531 -4.007 -2.810  0.264

**Total charge**: -1
**Kohn-Sham gap**: 0.325 Ha
**HOMO level**: -6.74 eV
**Spin multiplicity**: 1

The following is a DFT calculation (ωB97M-V/def2-TZVPD) of a cluster of 3 separate species, C5H10O in total.

Last column: natural (NBO) charge in e.
Element x y z (Å)
O -0.768 0.699 -1.084  -0.533
C -1.391 -0.076 -0.396  0.448
C 1.553 0.838 1.178  -0.435
C -2.259 0.339 0.759  -0.725
C 0.960 -0.333 1.912  -0.210
C 1.762 -0.630 0.941  -0.170
H 0.939 1.415 0.481  0.196
H -1.357 -1.168 -0.604  0.109
H -3.309 0.128 0.523  0.237
H 0.346 -0.646 2.742  0.220
H -2.004 -0.247 1.649  0.230
H -2.134 1.405 0.960  0.235
H 2.293 -1.366 0.357  0.228
H 1.694 -0.707 -2.278  -0.033
H 2.349 1.420 1.651  0.176
H 1.109 -0.295 -2.067  0.027

**Kohn-Sham gap**: 0.388 Ha
**SMILES string**: C1=CC1.[H][H].CC=O
**HOMO level**: -9.48 eV
**Spin multiplicity**: 1
**ΔE to the lowest compared entry with this formula, charge and spin**: 4.253 eV

The following is a DFT calculation (ωB97M-V/def2-TZVPD) of a cluster of 6 separate species, C31H43N5O10 in total at a distorted geometry.

Last column: Mulliken charge in e.
Element x y z (Å)
O -1.813 -0.779 -2.358  -0.743
O -4.616 -2.561 -2.781  -0.449
O -1.308 0.873 2.944  -0.451
O 0.135 -0.273 -1.550  -0.620
O -5.938 -3.457 -1.261  -0.685
O -4.211 2.047 -3.104  -0.661
O -3.915 -4.176 -1.373  -0.611
O -2.924 3.823 -3.080  -0.523
O -4.979 3.810 -3.893  -0.720
O -1.379 1.381 -2.119  -0.220
N -0.014 8.878 -1.212  -0.022
N -0.028 -4.487 -1.114  0.221
N -3.689 2.502 2.574  -0.269
N 2.677 2.497 -0.282  0.059
N 3.866 -8.898 2.822  0.053
C -4.055 3.211 -3.424  0.701
C 4.660 -9.743 3.675  -0.865
C 1.305 3.822 -1.778  -0.394
C -0.343 8.092 -0.168  -0.091
C 2.329 -7.082 1.343  1.280
C 1.421 -4.682 0.787  -0.980
C 0.732 8.485 -2.232  -0.341
C 1.662 4.986 -1.030  0.460
C 1.559 -6.121 0.570  1.240
C 1.761 2.591 -1.324  -0.495
C -0.347 10.333 -1.138  -0.943
C -0.966 0.051 -1.972  0.531
C -4.017 1.644 0.263  -1.034
C 4.096 -7.562 2.907  -0.247
C -0.786 -3.631 -2.088  -1.077
C -3.404 1.301 1.649  -0.087
C 3.048 -9.402 1.860  -0.410
C 1.273 7.164 -2.207  -0.396
C -1.821 1.141 1.612  -0.306
C 0.663 -3.879 -0.063  -0.420
C 3.015 3.573 0.416  -0.368
C 2.560 4.890 0.057  -0.664
C 2.278 -8.499 1.130  -0.659
C -4.786 -3.399 -1.719  0.709
C 0.018 -5.787 -1.293  -0.162
C 1.027 6.306 -1.142  0.570
C 0.833 -6.598 -0.536  -0.769
C 0.052 0.716 3.135  -0.584
C 3.333 -6.636 2.170  -0.630
C 3.086 1.049 0.190  -0.710
C 0.074 6.743 -0.176  -0.720
H 0.894 9.268 -2.958  0.498
H -0.803 10.683 -0.212  0.320
H -0.865 8.598 0.630  0.376
H -1.151 10.450 -1.865  0.421
H -3.934 0.742 -0.342  0.237
H -2.476 3.055 -2.718  0.406
H 3.070 -10.474 1.735  0.432
H -3.717 -2.831 -2.982  0.297
H -3.378 2.450 -0.098  0.270
H 1.438 1.664 -1.773  0.421
H 1.887 6.785 -3.011  0.532
H 0.427 -0.197 2.672  0.152
H -0.220 6.162 0.685  0.489
H 2.864 5.795 0.563  0.562
H -0.106 -2.914 -2.549  0.335
H 0.583 1.657 2.994  0.254
H -1.610 -3.059 -1.661  0.364
H -1.473 -4.168 -2.742  0.339
H -3.302 2.401 3.502  0.345
H -3.919 0.472 2.134  0.372
H -3.154 3.241 2.141  0.310
H -1.607 0.259 1.009  0.264
H 4.164 -10.700 3.842  0.305
H -0.548 -6.162 -2.132  0.411
H 4.129 0.979 0.502  0.402
H 1.901 -4.212 1.632  0.304
H -2.163 0.856 -2.300  0.149
H 0.497 10.960 -1.423  0.341
H 2.868 0.277 -0.548  0.288
H 4.956 -9.226 4.588  0.275
H 5.541 -9.909 3.056  0.428
H 0.518 3.780 -2.516  0.516
H 0.657 -2.804 0.048  0.748
H 4.821 -7.203 3.623  0.353
H 1.592 -8.953 0.430  0.334
H -5.053 1.982 0.269  0.412
H 3.595 3.395 1.310  0.469
H -1.265 2.005 1.248  0.362
H 2.453 0.765 1.031  0.222
H -4.680 2.682 2.651  0.369
H 0.127 0.470 4.194  0.345
H 3.662 -5.624 2.353  0.282
H 0.658 -7.650 -0.701  0.188

**Total charge**: +2
**Kohn-Sham gap**: 0.054 Ha
**HOMO level**: -8.40 eV
**Spin multiplicity**: 1